C3H6ClNS in the gas phase at a distorted geometry. Source: the Open Molecules 2025 dataset; level of theory: ωB97M-V/def2-TZVPD.

```
12
C3H6ClNS | the Open Molecules 2025 dataset | ωB97M-V/def2-TZVPD
C -0.263 1.473 0.249
C -0.020 -0.042 0.251
C 1.247 -0.712 0.629
H -0.563 1.761 -0.748
H 0.589 2.013 0.607
H -1.042 1.712 1.037
H 1.437 -0.393 1.682
H 1.304 -1.781 0.490
H -3.260 -1.099 -0.631
N -1.040 -0.811 0.078
S -2.532 -0.059 -0.202
Cl 2.561 0.006 -0.384
```

## Properties
* 2S+1: 1
* ΔE to the lowest compared entry with this formula, charge and spin: 1.147 eV
* total charge: 0
* Kohn-Sham gap: 9.8 eV
* structure (SMILES): C/C(CCl)=N\S
* E_HOMO: -9.0063 eV

These are the Löwdin partial charges, in e, on atoms 1 to 2: C -0.123; C -0.556

=====

A molecular structure, H22O11 at a distorted geometry. Source: the Open Molecules 2025 dataset; level of theory: ωB97M-V/def2-TZVPD.

```
33
H22O11 | the Open Molecules 2025 dataset | ωB97M-V/def2-TZVPD
O 0.280 -0.421 0.368
H -0.123 -0.044 -0.415
H 0.442 0.330 0.939
O -0.784 -2.484 1.204
H -0.992 -1.655 0.774
H 0.169 -2.552 1.146
O -2.158 -0.552 0.390
H -2.588 0.102 0.940
H -2.850 -1.179 0.177
O 0.574 0.807 -1.468
H 0.773 1.743 -1.433
H 0.445 0.625 -2.399
O -0.922 -0.198 3.163
H -1.172 0.305 2.388
H -0.144 -0.686 2.892
O -0.154 1.350 1.447
H 0.288 2.161 1.194
H -0.857 1.633 2.033
O 1.358 -1.047 -2.600
H 2.303 -1.072 -2.445
H 0.974 -0.961 -1.728
O -0.388 -2.236 -1.258
H -1.086 -2.089 -1.896
H -0.658 -1.737 -0.487
O -2.494 1.011 -1.153
H -2.193 0.419 -0.464
H -2.165 1.871 -0.892
O 2.223 1.775 0.280
H 1.336 2.135 0.282
H 2.564 1.970 1.153
O 2.675 -0.149 -0.821
H 2.027 0.287 -0.267
H 3.300 0.540 -1.046
```

## Properties
* 2S+1: 1
* ΔE to the lowest compared entry with this formula, charge and spin: 9.860 eV
* total charge: 0
* Kohn-Sham gap: 8.2 eV
* E_HOMO: -9.1197 eV

These are the Löwdin partial charges, in e, on atoms 1 to 2: O -0.155; H -0.004

=====

A molecular structure, C8H14CeN2P at a distorted geometry. Source: the Open Molecules 2025 dataset; level of theory: ωB97M-V/def2-TZVPD.

```
26
C8H14CeN2P | the Open Molecules 2025 dataset | ωB97M-V/def2-TZVPD
C 2.945 0.065 -1.429
C 3.568 0.798 -2.429
C 2.958 1.575 -3.443
C 1.550 1.675 -3.579
C 0.574 1.074 -2.796
Ce 1.111 0.996 -0.632
P 1.992 -0.830 1.702
H 3.580 -0.568 -0.797
H 4.666 0.744 -2.478
H 3.598 2.050 -4.186
H -0.462 1.168 -3.138
H 1.212 2.296 -4.433
H 1.633 -0.169 2.940
H 3.337 -1.137 2.072
H 1.431 -2.115 2.045
C -2.956 -1.891 2.478
N -2.794 -0.651 1.675
C -3.912 0.319 1.722
C -1.703 -0.396 1.021
N -0.723 -0.088 0.422
H -3.945 -1.828 2.939
H -2.179 -1.953 3.259
H -2.894 -2.779 1.832
H -3.586 1.277 2.159
H -4.316 0.499 0.714
H -4.685 -0.130 2.357
```

## Properties
* 2S+1: 1
* total charge: +1
* Kohn-Sham gap (spin up / spin down): 6.4 / 6.4 eV
* E_HOMO (spin up / spin down): -9.9672 / -9.9634 eV

These are the Löwdin partial charges, in e, on atoms 1 to 2: C -0.322; C -0.212

=====

2 unconnected molecules or ions with the total composition Cl3H2NP at a distorted geometry. Source: the Open Molecules 2025 dataset; level of theory: ωB97M-V/def2-TZVPD.

```
7
Cl3H2NP | the Open Molecules 2025 dataset | ωB97M-V/def2-TZVPD
N 1.406 -1.140 -1.723
P -0.526 0.668 0.702
Cl -0.028 0.631 2.630
Cl -0.871 2.537 0.176
Cl -2.281 -0.322 0.709
H 0.332 -1.174 -1.656
H 1.967 -1.200 -0.838
```

## Properties
* 2S+1: 1
* ΔE to the lowest compared entry with this formula, charge and spin: 6.071 eV
* total charge: +1
* Kohn-Sham gap (spin up / spin down): 4.7 / 4.7 eV
* E_HOMO (spin up / spin down): -14.5563 / -14.5517 eV

These are the Löwdin partial charges, in e, on atoms 1 to 2: N 0.354; P -0.305

=====

A molecular structure, C20H25N3O4PmS2 at a distorted geometry. Source: the Open Molecules 2025 dataset; level of theory: ωB97M-V/def2-TZVPD.

```
55
C20H25N3O4PmS2 | the Open Molecules 2025 dataset | ωB97M-V/def2-TZVPD
Pm 0.522 0.182 -0.459
C -1.526 -0.833 3.513
C -0.384 -0.534 2.581
N -0.538 0.300 1.597
N -1.808 0.937 1.602
C -2.198 1.586 0.555
S -1.493 1.855 -1.025
S -3.792 2.354 0.634
C -4.673 1.304 1.817
C -5.305 0.100 1.161
C -6.642 0.145 0.785
C -7.247 -0.935 0.156
C -6.523 -2.085 -0.107
C -5.184 -2.144 0.263
C -4.580 -1.062 0.886
C 0.915 -1.207 2.872
C 1.096 -1.735 4.162
C 2.257 -2.380 4.536
C 3.279 -2.526 3.604
C 3.143 -1.995 2.336
C 1.979 -1.333 1.970
O 1.883 -0.823 0.726
H -2.479 -0.755 3.009
H -1.548 -0.107 4.330
H -1.419 -1.824 3.942
H -5.440 1.950 2.245
H -3.984 1.042 2.614
H -7.221 1.038 0.988
H -8.292 -0.877 -0.122
H -6.998 -2.932 -0.585
H -4.621 -3.052 0.082
H -3.537 -1.116 1.162
H 0.313 -1.622 4.895
H 2.361 -2.772 5.537
H 4.190 -3.046 3.871
H 3.935 -2.079 1.604
C -0.289 -3.388 -0.221
C -1.600 -2.807 -0.673
O -1.418 -1.392 -0.914
H -0.355 -4.475 -0.194
H 0.001 -3.050 0.777
H 0.523 -3.151 -0.914
H -2.372 -2.911 0.092
H -1.954 -3.277 -1.591
H -2.248 -0.975 -1.187
N 4.696 4.128 0.149
C 3.302 3.959 -0.228
C 2.995 2.496 -0.431
O 3.976 1.672 -0.208
O 1.882 2.111 -0.787
H 5.237 4.610 -0.555
H 4.732 2.266 0.063
H 4.811 4.613 1.027
H 3.026 4.481 -1.145
H 2.615 4.313 0.543
```

## Properties
* 2S+1: 5
* ΔE to the lowest compared entry with this formula, charge and spin: 0.000 eV
* total charge: +1
* Kohn-Sham gap (spin up / spin down): 7.7 / 7.8 eV
* E_HOMO (spin up / spin down): -10.6707 / -10.6718 eV

These are the Löwdin partial charges, in e, on atoms 1 to 2: Pm 1.632; C -0.011

=====

A molecular structure, C44H58CdCl2Ge2N3PSSbSe4 at a distorted geometry. Source: the Open Molecules 2025 dataset; level of theory: ωB97M-V/def2-TZVPD.

```
117
C44H58CdCl2Ge2N3PSSbSe4 | the Open Molecules 2025 dataset | ωB97M-V/def2-TZVPD
Cd 0.239 0.647 -0.787
Se 3.135 -3.355 -2.011
Sb 3.255 -1.151 -0.965
Se 1.698 -0.506 0.987
Se 2.208 0.818 -2.286
Se 5.574 -0.602 -0.502
C -0.727 -3.657 -3.786
C -0.162 -2.364 -3.207
C 0.419 -1.504 -4.330
P -1.163 -1.302 -2.021
C -2.374 -2.558 -1.301
C -3.572 -2.925 -2.167
C -2.881 -2.060 0.046
C -2.151 -0.166 -3.028
C -2.773 -0.599 -4.192
C -3.526 0.237 -4.994
C -4.169 -0.261 -6.257
C -3.643 1.574 -4.611
C -3.021 2.043 -3.487
C -2.236 1.205 -2.649
N -1.580 1.699 -1.587
C -1.897 2.976 -1.138
C -0.972 4.029 -1.273
C 0.296 3.855 -2.057
C -1.246 5.268 -0.717
C -2.439 5.525 -0.061
C -2.729 6.888 0.501
C -3.375 4.501 0.016
C -3.132 3.242 -0.508
C -4.200 2.189 -0.380
H 0.098 -4.173 -4.277
H -1.504 -3.472 -4.528
H -1.115 -4.318 -3.015
H 0.669 -2.686 -2.555
H -0.237 -1.509 -5.198
H 1.401 -1.878 -4.622
H 0.530 -0.467 -4.014
H -1.748 -3.443 -1.131
H -4.159 -2.037 -2.392
H -4.210 -3.626 -1.625
H -3.282 -3.395 -3.099
H -3.441 -1.133 -0.076
H -2.057 -1.882 0.733
H -3.546 -2.791 0.510
H -2.664 -1.633 -4.484
H -4.174 -1.350 -6.279
H -3.618 0.092 -7.132
H -5.197 0.096 -6.343
H -4.226 2.258 -5.220
H -3.113 3.089 -3.220
H 0.168 3.112 -2.849
H 1.130 3.545 -1.414
H 0.583 4.801 -2.521
H -0.507 6.056 -0.819
H -1.808 7.454 0.639
H -3.243 6.816 1.460
H -3.369 7.451 -0.183
H -4.325 4.690 0.504
H -5.187 2.646 -0.453
H -4.140 1.684 0.587
H -4.110 1.436 -1.160
N -4.043 -2.406 5.693
C -4.192 -1.562 4.607
S -5.752 -1.097 4.196
C -3.044 -1.156 3.883
C -1.741 -1.652 4.153
C -0.681 -1.199 3.426
N -0.778 -0.296 2.439
C -2.004 0.198 2.188
C -3.128 -0.193 2.851
H -4.878 -2.503 6.249
H -3.189 -2.324 6.225
H -1.572 -2.414 4.895
H 0.323 -1.574 3.614
H -2.052 0.924 1.385
H -4.093 0.210 2.589
Cl -1.106 -5.027 3.111
C -0.717 -4.846 1.397
Cl 0.419 -3.499 1.118
H -1.655 -4.642 0.883
H -0.246 -5.768 1.062
C -1.117 1.605 5.262
Ge -0.166 2.529 3.779
C -1.603 3.613 2.923
C 1.089 3.796 4.668
Ge 1.374 1.265 2.374
C 2.279 2.723 1.300
C 3.524 2.628 0.684
C 4.139 3.746 0.147
C 3.527 4.984 0.241
C 2.274 5.087 0.820
C 1.654 3.958 1.318
C 2.850 0.669 3.646
C 4.116 0.277 3.216
C 5.021 -0.306 4.084
C 4.675 -0.513 5.407
C 3.433 -0.104 5.859
C 2.534 0.475 4.981
H -1.334 2.358 6.019
H -0.565 0.804 5.746
H -2.061 1.188 4.921
H -2.397 3.761 3.650
H -2.038 3.134 2.051
H -1.245 4.590 2.609
H 0.527 4.520 5.252
H 1.701 4.345 3.955
H 1.762 3.269 5.341
H 4.053 1.684 0.594
H 5.100 3.639 -0.333
H 4.013 5.871 -0.145
H 1.778 6.048 0.887
H 0.654 4.046 1.723
H 4.419 0.373 2.179
H 5.984 -0.611 3.707
H 5.354 -1.018 6.083
H 3.152 -0.262 6.895
H 1.551 0.754 5.339
```

## Properties
* 2S+1: 2
* ΔE to the lowest compared entry with this formula, charge and spin: 0.776 eV
* total charge: -2
* Kohn-Sham gap (spin up / spin down): 4.1 / 6.0 eV
* E_HOMO (spin up / spin down): -0.9142 / -2.7741 eV

These are the Löwdin partial charges, in e, on atoms 1 to 2: Cd 0.944; Se -0.118

=====

A molecular structure, C2NO5PS at a distorted geometry. Source: the Open Molecules 2025 dataset; level of theory: ωB97M-V/def2-TZVPD.

```
10
C2NO5PS | the Open Molecules 2025 dataset | ωB97M-V/def2-TZVPD
C 0.467 1.447 0.131
C 0.590 -1.329 0.242
N 0.308 0.049 -0.005
O -0.719 1.971 -0.030
O -0.477 -1.921 0.144
O 1.518 2.015 0.399
O 1.683 -1.752 0.524
O -1.562 -0.240 -1.817
P -1.415 -0.050 -0.366
S -2.961 -0.245 0.869
```

## Properties
* 2S+1: 1
* ΔE to the lowest compared entry with this formula, charge and spin: 0.000 eV
* total charge: -2
* Kohn-Sham gap: 7.1 eV
* E_HOMO: -1.3334 eV

These are the Löwdin partial charges, in e, on atoms 1 to 2: C -0.734; C -0.828

=====

A molecular structure, C8H18BrIInO3P at a distorted geometry. Source: the Open Molecules 2025 dataset; level of theory: ωB97M-V/def2-TZVPD.

```
33
C8H18BrIInO3P | the Open Molecules 2025 dataset | ωB97M-V/def2-TZVPD
C 3.231 -1.626 1.168
C 3.112 -1.148 -0.265
I 4.216 0.652 -0.577
C 1.707 -0.920 -0.834
C 0.890 0.142 -0.098
O 0.616 -0.153 1.232
O 1.557 1.343 -0.103
P 0.535 2.780 -0.093
O -0.747 1.810 -0.592
C -0.439 0.499 -0.928
C -1.647 -0.410 -0.706
C -2.375 -0.229 0.625
C -3.806 -0.764 0.655
Br -5.093 0.534 1.289
H 2.625 -2.529 1.296
H 2.912 -0.875 1.887
H 4.261 -1.897 1.388
H 3.597 -1.860 -0.934
H 1.807 -0.570 -1.861
H 1.165 -1.871 -0.857
H 0.486 -1.100 1.365
H -0.434 3.826 0.029
H 1.060 3.363 -1.298
H 1.726 3.423 0.511
H 0.413 2.589 1.359
H -0.129 0.446 -1.977
H -1.348 -1.449 -0.867
H -2.329 -0.147 -1.527
H -1.830 -0.737 1.418
H -2.383 0.827 0.882
H -3.910 -1.637 1.293
H -4.266 -1.035 -0.305
In -5.179 -1.274 -2.574
```

## Properties
* 2S+1: 1
* total charge: +2
* Kohn-Sham gap: 4.3 eV
* E_HOMO: -14.6322 eV

These are the Löwdin partial charges, in e, on atoms 1 to 2: C -0.140; C -0.698

=====

A molecular structure, C45H46Br2MoN10O2S. Source: the Open Molecules 2025 dataset; level of theory: ωB97M-V/def2-TZVPD.

```
107
C45H46Br2MoN10O2S | the Open Molecules 2025 dataset | ωB97M-V/def2-TZVPD
Mo 0.176 0.649 1.474
C -1.223 3.673 1.760
N -0.696 2.654 2.690
C -1.727 2.191 3.631
C -2.520 1.175 2.895
N -1.990 0.500 1.884
C -2.976 -0.443 1.511
C -2.972 -1.485 0.583
C -4.078 -2.309 0.552
C -5.192 -2.101 1.382
C -5.220 -1.066 2.290
C -4.085 -0.265 2.338
N -3.758 0.783 3.190
C -0.594 3.470 0.429
N 0.016 2.343 0.103
C 0.440 2.522 -1.227
C 1.143 1.688 -2.092
C 1.400 2.163 -3.363
C 0.986 3.440 -3.779
C 0.309 4.285 -2.924
C 0.048 3.792 -1.651
N -0.600 4.365 -0.564
H -1.034 4.686 2.128
H -2.308 3.561 1.669
H 0.052 3.069 3.239
H -2.355 3.006 4.010
H -1.236 1.728 4.493
H -2.135 -1.661 -0.071
H -4.090 -3.145 -0.131
H -6.036 -2.771 1.314
H -6.066 -0.902 2.940
H -4.347 1.171 3.914
H 1.484 0.716 -1.766
H 1.958 1.551 -4.059
H 1.212 3.772 -4.781
H -0.001 5.272 -3.233
H -1.004 5.290 -0.528
Br 4.688 2.017 6.370
C 3.408 1.705 5.078
C 3.185 2.626 4.052
C 2.256 2.325 3.086
N 1.508 1.201 3.106
C 1.696 0.330 4.123
C 2.642 0.540 5.106
C 0.825 -0.857 4.077
C 0.693 -1.733 5.136
C -0.150 -2.836 4.998
Br -0.359 -4.034 6.390
C -0.822 -3.012 3.790
C -0.645 -2.083 2.790
N 0.153 -1.007 2.913
H 3.745 3.547 3.996
H 2.090 2.997 2.252
H 2.795 -0.188 5.887
H 1.232 -1.576 6.056
H -1.470 -3.861 3.630
H -1.150 -2.204 1.845
C 4.574 3.329 -1.759
C 4.846 2.277 -0.701
N 4.452 0.940 -1.166
C 3.593 0.099 -0.624
S 2.790 0.546 0.870
N 3.414 -1.103 -1.165
C 4.192 -1.657 -2.280
C 3.715 -1.182 -3.643
H 4.990 4.282 -1.438
H 3.505 3.454 -1.928
H 5.048 3.075 -2.706
H 4.299 2.476 0.218
H 5.907 2.228 -0.455
H 4.974 0.602 -1.964
H 2.826 -1.736 -0.640
H 4.100 -2.740 -2.203
H 5.250 -1.434 -2.120
H 2.695 -1.518 -3.830
H 4.348 -1.598 -4.424
H 3.745 -0.096 -3.739
C -2.779 -3.980 -4.049
O -2.284 -2.798 -3.391
C -3.189 -1.907 -2.948
C -4.557 -2.150 -2.822
C -5.406 -1.147 -2.390
C -4.929 0.125 -2.078
C -3.583 0.389 -2.227
C -2.722 -0.626 -2.633
N -1.397 -0.267 -3.024
C -0.270 -0.881 -2.902
C 0.169 -1.921 -1.962
C 0.680 -3.085 -2.552
C 1.289 -4.071 -1.802
C 1.452 -3.871 -0.435
C 1.002 -2.706 0.164
C 0.347 -1.726 -0.580
O -0.037 -0.573 0.016
H -1.909 -4.457 -4.488
H -3.489 -3.710 -4.829
H -3.239 -4.652 -3.324
H -4.957 -3.119 -3.078
H -6.465 -1.353 -2.317
H -5.608 0.905 -1.769
H -3.191 1.384 -2.054
H -1.375 0.533 -3.657
H 0.495 -0.520 -3.584
H 0.583 -3.208 -3.623
H 1.651 -4.971 -2.275
H 1.953 -4.617 0.167
H 1.205 -2.524 1.211
```

## Properties
* 2S+1: 3
* total charge: +4
* Kohn-Sham gap (spin up / spin down): 6.9 / 6.4 eV
* E_HOMO (spin up / spin down): -17.6387 / -17.6463 eV

These are the Löwdin partial charges, in e, on atoms 1 to 2: Mo 1.686; C -0.069

=====

C4H6N2OS in the gas phase at a distorted geometry. Source: the Open Molecules 2025 dataset; level of theory: ωB97M-V/def2-TZVPD.

```
14
C4H6N2OS | the Open Molecules 2025 dataset | ωB97M-V/def2-TZVPD
C 2.258 1.160 -0.127
C 0.570 -0.239 0.499
C -1.604 -0.600 0.665
C -0.723 -0.080 -0.188
H 3.413 0.970 -0.222
H 1.967 1.754 0.882
H 1.951 1.876 -1.019
H -1.237 -1.144 2.667
H -2.649 -0.735 0.609
H -0.407 -0.363 -2.716
N 0.427 -0.732 1.704
N -0.941 -0.824 1.821
O 1.824 -0.151 -0.069
S -1.065 0.519 -1.839
```

## Properties
* 2S+1: 1
* ΔE to the lowest compared entry with this formula, charge and spin: 3.294 eV
* total charge: 0
* Kohn-Sham gap: 9.8 eV
* structure (SMILES): COc1n[nH]cc1S
* E_HOMO: -9.1031 eV

These are the Löwdin partial charges, in e, on atoms 1 to 2: C -0.155; C -0.387

=====

E_tot values, unit eV, following the record order: -28055.218, -22871.654, -33708.365, -48367.317, -72028.179, -481732.918, -33928.924, -107314.137, -219153.182, -20106.047.